a) Computed, not measured: a molecular structure, CH2N4O3, with ωB97M-V/def2-TZVPD.

```
10
Properties=species:S:1:pos:R:3
C -0.473 0.202 0.346
H -2.428 -1.191 -1.146
H 2.297 -1.081 -0.865
N -1.491 -0.012 -0.362
N -0.564 1.423 0.983
N 0.548 1.747 1.460
N 0.883 -0.327 0.437
O -1.458 -1.235 -0.964
O 1.449 0.897 1.045
O 1.237 -0.422 -0.933
```

Summary:
HOMO	-0.3538	hartree
orbital gap	9.2	eV

=====

b) Computed, not measured: 2 unconnected molecules or ions with the total composition CH2N4O3, with ωB97M-V/def2-TZVPD.

```
10
Properties=species:S:1:pos:R:3
C -1.748 0.716 -0.059
N -2.317 1.489 -0.712
N -0.999 -0.103 0.707
N -0.026 -0.977 0.299
N 1.583 0.236 0.115
O 1.760 1.001 1.019
O 2.192 -0.116 -0.839
O -0.133 -1.308 -0.998
H -1.161 0.125 1.706
H 0.849 -1.065 -1.239
```

Summary:
HOMO (spin up / spin down)	-0.3490 / -0.3479	hartree
orbital gap (spin up / spin down)	8.4 / 8.4	eV

=====

b) ends up most stable, edging out the next structure by 24.9 kcal/mol.

=====

a) Computed, not measured: C5H6 in the gas phase, with ωB97M-V/def2-TZVPD.

```
11
Properties=species:S:1:pos:R:3
C 2.423 -0.032 0.097
C 0.899 -0.301 -0.127
C -0.112 0.509 -0.101
C -1.504 0.154 -0.021
C -2.649 -0.197 0.042
H 2.908 0.982 0.506
H 2.731 -1.010 0.700
H 3.039 -0.300 -0.768
H 0.660 -1.373 -0.185
H 0.029 1.541 0.068
H -3.703 -0.636 0.337
```

Summary:
HOMO	-0.3350	hartree
SMILES string	C#C/C=C/C
orbital gap	10.2	eV

=====

b) Computed, not measured: C5H6 in the gas phase, with ωB97M-V/def2-TZVPD.

```
11
Properties=species:S:1:pos:R:3
C 0.511 -1.910 1.570
C 0.241 -0.905 0.983
C -0.004 0.411 0.412
C 0.522 0.758 -0.934
C -0.921 0.467 -0.773
H 0.647 -2.775 2.194
H 0.039 1.239 1.085
H 0.643 1.868 -1.019
H 1.223 0.081 -1.401
H -1.299 -0.542 -1.242
H -1.602 1.309 -0.874
```

Summary:
HOMO	-0.3496	hartree
SMILES string	C#CC1CC1
orbital gap	10.7	eV

=====

b) ends up most stable, edging out the next structure by 9.9 kcal/mol.